# C20H26N2O4

C20H26N2O4 in the gas phase (ωB97M-V/def2-TZVPD, OMol25).

The geometry in XYZ format:
```
52
Properties=species:S:1:pos:R:3:nbo_charge:R:1
C -0.96 -2.99 7.29 -0.72
C -1.45 -3.50 5.95 0.58
O -1.64 -4.69 5.77 -0.56
C -1.69 -2.50 4.90 -0.23
C -1.49 -1.13 5.05 -0.15
C -1.73 -0.26 4.02 -0.29
C -2.19 -0.70 2.77 0.30
N -2.47 0.20 1.77 -0.44
C -1.64 1.37 1.55 -0.21
C -0.58 1.05 0.49 -0.25
N -1.22 0.66 -0.75 -0.44
C -0.28 0.50 -1.84 -0.24
C 0.29 1.84 -2.30 0.05
O 1.42 2.26 -1.56 -0.72
C 0.57 1.83 -3.83 -0.10
O 1.07 0.62 -4.34 -0.53
C 2.44 0.32 -4.10 -0.11
C 3.39 1.36 -4.60 0.22
C 3.88 2.50 -4.03 -0.30
C 4.73 3.09 -5.00 -0.32
C 4.69 2.26 -6.08 0.10
O 3.89 1.22 -5.85 -0.39
C -2.03 -0.53 -0.53 -0.23
C -3.09 -0.20 0.53 -0.22
C -2.40 -2.08 2.62 -0.32
C -2.15 -2.95 3.66 -0.11
H -1.68 -2.29 7.71 0.23
H -0.01 -2.47 7.17 0.23
H -0.82 -3.82 7.97 0.24
H -1.15 -0.73 6.00 0.21
H -1.59 0.80 4.20 0.21
H -1.15 1.68 2.46 0.21
H -2.28 2.18 1.18 0.20
H 0.03 1.94 0.30 0.23
H 0.08 0.25 0.87 0.16
H 0.55 -0.19 -1.58 0.16
H -0.82 0.05 -2.69 0.22
H -0.46 2.62 -2.11 0.20
H 2.08 1.56 -1.58 0.46
H -0.37 1.98 -4.36 0.20
H 1.25 2.66 -4.06 0.19
H 2.61 -0.61 -4.64 0.22
H 2.62 0.14 -3.03 0.16
H 3.66 2.88 -3.05 0.24
H 5.28 4.00 -4.90 0.23
H 5.18 2.31 -7.03 0.20
H -2.52 -0.79 -1.47 0.21
H -1.42 -1.39 -0.20 0.17
H -3.76 -1.04 0.69 0.21
H -3.68 0.65 0.17 0.21
H -2.73 -2.49 1.68 0.21
H -2.31 -4.01 3.52 0.23
```

Results
**Charge**: 0
**ΔE to the lowest compared entry with this formula, charge and spin**: 83.5 kcal/mol
**DFT total energy**: -32330.6539 eV
**SMILES string**: CC(=O)c1ccc(N2CCN(C[C@@H](O)COCc3ccco3)CC2)cc1